Entry 1:
Here is the molecule C5H12N2O from the Open Molecules 2025 dataset. Energies are from wB97M-V/def2-TZVPD.

Multiplicity: 1
Largest force on an atom, eV/Å: 6.1
SMILES: NC[C@@H]1COCCN1
LUMO, eV: 0.98

Each line ends with the Mulliken charge.
CARTESIAN COORDINATES (ANGSTROEM)
O: 1.14 0.46 -1.14  -0.402
N: 0.16 -0.21 1.50  -0.501
N: -1.69 -0.95 -0.68  -0.588
C: -0.48 0.84 0.58  -0.127
C: 0.76 -1.17 0.46  -0.525
C: -1.82 0.39 -0.04  -0.470
C: 0.68 1.46 -0.30  -0.531
C: 1.72 -0.65 -0.42  -0.246
H: -0.93 -1.09 -1.34  0.317
H: -2.51 0.11 0.80  0.334
H: 0.18 2.22 -1.03  0.266
H: -0.75 1.80 1.18  0.210
H: -2.44 -1.30 -1.36  0.261
H: 0.81 0.35 2.16  0.308
H: 1.22 -2.16 1.02  0.262
H: 2.12 -1.38 -1.21  0.295
H: 1.63 1.67 0.31  0.376
H: -0.24 -1.32 -0.18  0.262
H: -2.08 1.18 -0.72  0.311
H: 2.54 -0.26 0.43  0.188



Entry 2:
Here is the molecule C5H12N2O from the Open Molecules 2025 dataset. Energies are from wB97M-V/def2-TZVPD.

Multiplicity: 1
Largest force on an atom, eV/Å: 3.6
SMILES: C=N[C@@H](C)N(C)OC
LUMO, eV: 1.05

Each line ends with the Mulliken charge.
CARTESIAN COORDINATES (ANGSTROEM)
O: 0.85 -0.58 -0.80  -0.237
N: 0.05 -0.87 1.64  -0.453
N: -0.33 0.47 -0.60  0.045
C: -0.27 -2.05 1.32  -0.153
C: -0.63 0.44 0.78  0.194
C: -1.42 0.02 -1.46  -0.816
C: 2.06 -0.05 -1.29  -0.683
C: -0.09 1.67 1.48  -1.461
H: -2.01 -0.80 -1.02  0.306
H: -2.09 0.85 -1.68  0.321
H: -0.81 -2.32 0.39  0.152
H: 2.29 -0.51 -2.26  0.239
H: 1.00 1.64 1.56  0.304
H: -1.02 -0.34 -2.41  0.274
H: 2.08 1.04 -1.40  0.301
H: -0.50 1.73 2.49  0.371
H: 0.10 -2.90 1.91  0.272
H: 2.85 -0.35 -0.59  0.256
H: -0.39 2.59 0.96  0.358
H: -1.70 0.32 0.99  0.408



Entry 3:
Here is the molecule C5H12N2O from the Open Molecules 2025 dataset. Energies are from wB97M-V/def2-TZVPD.

Multiplicity: 1
Largest force on an atom, eV/Å: 1.0
SMILES: N/C=C/C[C@@H](N)CO
LUMO, eV: 0.89

Each line ends with the Mulliken charge.
CARTESIAN COORDINATES (ANGSTROEM)
O: 0.21 0.04 -3.03  -0.515
N: -1.84 -0.84 -1.45  -0.647
N: 1.83 0.00 3.18  -0.492
C: 0.67 -0.15 2.43  -0.097
C: 0.27 0.50 -1.67  -0.677
C: 0.36 0.52 1.32  -0.286
C: -0.60 -0.43 -0.82  0.327
C: -0.89 0.18 0.55  -0.920
H: -0.06 -1.36 -0.62  0.176
H: -1.48 -0.47 1.19  0.331
H: 0.99 1.27 0.85  0.254
H: -1.50 1.09 0.44  0.340
H: -1.69 -1.27 -2.36  0.279
H: 0.38 0.77 -3.62  0.299
H: -2.46 -0.06 -1.61  0.241
H: 1.31 0.61 -1.37  0.338
H: 0.04 -0.95 2.80  0.291
H: -0.12 1.53 -1.59  0.331
H: 2.30 0.87 3.06  0.213
H: 1.83 -0.33 4.12  0.213



Entry 4:
Here is the molecule C5H12N2O from the Open Molecules 2025 dataset. Energies are from wB97M-V/def2-TZVPD.

Multiplicity: 1
Largest force on an atom, eV/Å: 5.2
SMILES: C[C@@H](N)[C@]1(CO)CN1
LUMO, eV: 0.93

Each line ends with the Mulliken charge.
CARTESIAN COORDINATES (ANGSTROEM)
O: 1.33 1.81 0.87  -0.573
N: -0.97 0.67 0.82  -0.678
N: 0.52 0.84 -1.66  -0.753
C: -0.68 -1.35 -1.46  -1.372
C: 0.39 -0.43 -0.89  -0.073
C: 1.34 0.55 1.37  -0.504
C: -0.97 -0.69 1.41  -0.878
C: 0.15 -0.12 0.64  0.782
H: -1.48 -1.65 1.05  0.233
H: -0.73 -2.27 -0.96  0.396
H: -1.70 -0.68 -1.61  0.216
H: -0.34 -1.46 -2.51  0.418
H: 2.22 0.07 0.95  0.364
H: -1.70 0.70 0.06  0.294
H: 1.17 0.50 2.50  0.271
H: 1.34 -0.84 -0.95  0.522
H: -0.65 -0.55 2.43  0.310
H: 0.42 2.02 0.71  0.332
H: -0.44 1.17 -1.91  0.342
H: 0.79 1.72 -0.84  0.353



Entry 5:
Here is the molecule C5H12N2O from the Open Molecules 2025 dataset. Energies are from wB97M-V/def2-TZVPD.

Multiplicity: 1
Largest force on an atom, eV/Å: 6.0
SMILES: CN(C)NC1(O)CC1
LUMO, eV: 0.99

Each line ends with the Mulliken charge.
CARTESIAN COORDINATES (ANGSTROEM)
O: 2.25 -1.10 -1.05  -0.550
N: -1.01 0.15 -0.07  0.209
N: -0.02 -0.61 -0.73  -0.525
C: 1.66 1.22 0.14  -0.728
C: -1.61 -0.65 0.97  -1.016
C: 1.78 0.13 1.19  -0.550
C: -2.01 0.55 -1.10  -1.021
C: 1.43 -0.19 -0.27  0.665
H: 2.62 1.83 -0.23  0.204
H: 1.10 0.02 2.00  0.148
H: 2.87 -0.23 1.51  0.206
H: -2.43 1.57 -0.81  0.246
H: -0.91 -0.59 1.82  0.222
H: -1.72 -1.78 0.71  0.334
H: -2.55 -0.17 1.31  0.405
H: -2.89 -0.09 -1.08  0.314
H: -1.46 0.58 -1.93  0.476
H: 2.00 -0.80 -1.92  0.385
H: 0.82 1.79 0.05  0.325
H: 0.06 -1.61 -0.51  0.252



Entry 6:
Here is C5H12N2O as an isolated structure from the Open Molecules 2025 dataset. Energies are from wB97M-V/def2-TZVPD.

Multiplicity: 1
Largest force on an atom, eV/Å: 3.2
LUMO, eV: 0.71

Each line ends with the Mulliken charge.
CARTESIAN COORDINATES (ANGSTROEM)
O: -1.89 -0.59 1.21  -0.627
N: -1.49 2.00 0.87  -0.363
N: 0.30 1.55 -0.62  -0.618
C: 2.08 -0.36 0.32  -0.702
C: -0.91 -0.27 0.23  0.986
C: 2.56 -1.34 -0.44  -0.569
C: -0.76 1.19 0.06  0.191
C: -1.19 -1.01 -1.07  -1.426
H: 1.37 0.68 -0.23  0.401
H: -1.31 2.99 0.89  0.201
H: 0.23 -0.56 0.50  -0.070
H: -1.45 -1.00 1.96  0.363
H: 3.34 -2.02 -0.10  0.272
H: -2.22 -0.85 -1.38  0.392
H: 0.44 2.55 -0.70  0.156
H: -1.03 -2.08 -0.93  0.315
H: 2.11 -1.59 -1.39  0.227
H: -0.52 -0.66 -1.85  0.348
H: 2.55 -0.17 1.28  0.307
H: -2.22 1.57 1.41  0.218